This record from the Open Molecules 2025 dataset describes the molecule C5H7NO2 in a non-equilibrium geometry. The level of theory is the ωB97M-V functional and the def2-TZVPD basis.

SMILES ... C=COCOCC#N
Energy above the lowest of the compared OMol25 structures with the same formula, charge and spin ... 161.6 kcal/mol

Element x y z (Å)
C -1.26 -2.45 0.85
C -0.31 -1.48 0.28
O -0.33 -0.38 1.01
C 0.66 0.45 0.77
O -0.07 1.75 0.67
C -0.52 1.33 -0.69
C 0.52 0.63 -1.56
N 1.60 0.25 -1.90
H -1.86 -2.05 1.82
H -1.53 -3.43 0.44
H 0.50 -1.73 -0.35
H 1.18 0.06 -0.18
H 1.38 0.24 1.75
H -1.50 0.90 -0.48
H -0.75 2.38 -1.01

---

This record from the Open Molecules 2025 dataset describes C22H16Br2F3N4O2Pd as an isolated structure. The level of theory is the ωB97M-V functional and the def2-TZVPD basis.

Energy above the lowest of the compared OMol25 structures with the same formula, charge and spin ... 0.6 kcal/mol
Net charge ... +3
2S+1 ... 5
<S²> ... 6.06

Element x y z (Å)
Pd -0.45 0.18 -1.12
C -3.83 -0.17 0.25
C -3.15 1.14 0.08
C -3.89 2.36 0.15
C -3.30 3.62 -0.03
C -1.97 3.71 -0.33
C -0.98 4.83 -0.22
Br -1.75 6.51 0.30
C 1.26 4.63 -0.31
C 2.06 3.39 -0.58
Br 3.66 3.30 -1.41
C 1.28 2.26 -0.21
O 1.41 1.07 -0.60
C -1.19 2.46 -0.43
N -1.84 1.21 -0.10
H -4.09 -0.29 1.30
H -3.20 -1.00 -0.06
H -4.76 -0.18 -0.32
H -4.94 2.28 0.38
H -3.90 4.52 0.11
H 1.88 5.51 -0.11
N 0.77 5.62 2.64
C 0.09 4.56 2.19
O -0.58 3.80 2.86
C 0.16 4.24 0.69
C 0.09 5.00 -1.37
C 0.03 4.20 -2.61
C -0.24 2.82 -2.73
N -0.73 2.06 -1.79
C 0.04 2.72 0.49
H 0.68 5.85 3.62
H 1.24 6.27 2.04
H 0.18 6.05 -1.64
H 0.34 4.68 -3.53
H 0.01 2.34 -3.67
H -0.13 2.23 1.46
F 1.53 -5.74 1.58
C 0.40 -5.67 0.87
F -0.61 -6.05 1.65
F 0.49 -6.48 -0.17
C 0.17 -4.23 0.43
C -0.03 -3.91 -0.91
C -0.23 -2.59 -1.24
N -0.23 -1.63 -0.30
C -0.04 -1.92 1.00
C 0.16 -3.23 1.39
H -0.03 -4.67 -1.68
H -0.39 -2.28 -2.27
H -0.05 -1.10 1.70
H 0.32 -3.46 2.44

---

This record from the Open Molecules 2025 dataset describes C17H21AsIN2O3PS4Zn as an isolated structure. The level of theory is the ωB97M-V functional and the def2-TZVPD basis.

Energy above the lowest of the compared OMol25 structures with the same formula, charge and spin ... 0.0 kcal/mol
Net charge ... -2

Element x y z (Å)
Zn -0.94 1.31 -0.23
C -3.17 0.58 -3.94
C -2.83 -0.72 -3.28
N -3.47 -1.81 -3.64
C -3.17 -2.97 -3.01
C -2.24 -3.07 -2.01
C -1.99 -4.42 -1.40
O -0.71 -4.97 -1.76
C -1.51 -1.92 -1.62
C -0.47 -2.03 -0.61
N 0.35 -1.09 -0.33
C 1.28 -1.29 0.68
C 0.89 -1.57 1.99
C 1.83 -1.70 3.00
C 3.18 -1.54 2.73
C 3.59 -1.26 1.43
C 2.64 -1.13 0.43
I 3.27 -0.74 -1.53
C -1.81 -0.68 -2.25
O -1.26 0.44 -2.00
H -3.97 0.43 -4.66
H -2.29 0.99 -4.44
H -3.46 1.31 -3.19
H -3.73 -3.84 -3.32
H -2.77 -5.11 -1.73
H -2.02 -4.38 -0.31
H -0.39 -4.46 -2.52
H -0.39 -2.99 -0.09
H -0.17 -1.62 2.21
H 1.49 -1.89 4.01
H 3.92 -1.63 3.52
H 4.64 -1.14 1.20
S -4.74 2.60 2.26
As -2.66 2.66 1.93
S -1.78 0.59 1.81
S -2.13 3.33 -0.13
S -1.52 3.80 3.35
C 1.17 4.39 0.91
P 1.73 2.69 0.88
C 3.51 2.76 0.53
C 1.60 2.04 2.54
O 1.07 1.83 -0.17
H 1.84 4.98 1.55
H 0.16 4.41 1.32
H 1.17 4.78 -0.10
H 4.02 3.37 1.26
H 3.66 3.17 -0.47
H 3.91 1.74 0.55
H 2.14 2.68 3.24
H 2.00 1.03 2.56
H 0.54 2.03 2.83

---

This record from the Open Molecules 2025 dataset describes a 10-piece molecular cluster, C57H67N13O13 overall in a non-equilibrium geometry. The level of theory is the ωB97M-V functional and the def2-TZVPD basis.

Net charge ... +1
2S+1 ... 2
<S²> ... 0.75

Element x y z (Å)
C -5.20 23.31 17.58
C -4.51 23.62 18.68
C -3.22 23.12 18.88
C -2.50 22.64 17.78
C -3.19 22.42 16.59
C -4.57 22.69 16.53
C -2.42 21.93 15.30
O -2.76 22.18 14.11
C -1.29 20.98 15.55
C -0.84 20.24 14.50
C 0.41 19.52 14.71
C 0.98 19.48 15.97
C 0.47 20.24 16.99
C -0.68 20.99 16.85
C -1.17 21.95 17.91
O -0.57 22.10 18.99
H -6.22 23.65 17.49
H -4.77 24.21 19.55
H -2.71 23.19 19.83
H -5.05 22.56 15.57
H -1.25 20.36 13.50
H 0.78 19.00 13.84
H 1.82 18.81 16.07
H 0.99 20.25 17.94
C -0.94 24.55 14.05
C 0.19 24.16 14.80
C 0.45 24.65 16.12
C -0.65 25.23 16.74
C -1.77 25.68 16.02
C -1.85 25.41 14.64
C -2.94 26.27 16.76
O -3.90 26.78 16.17
C -2.77 26.61 18.16
C -3.68 27.46 18.81
C -3.69 27.57 20.21
C -2.67 26.96 20.96
C -1.71 26.33 20.27
C -1.69 26.13 18.89
C -0.46 25.47 18.23
O 0.64 25.30 18.89
H -1.39 24.22 13.13
H 0.76 23.33 14.41
H 1.37 24.43 16.64
H -2.75 25.58 14.06
H -4.34 28.11 18.26
H -4.45 28.11 20.74
H -2.45 27.24 21.98
H -0.88 26.02 20.90
C -14.93 26.04 9.37
C -15.50 25.32 8.36
C -14.81 24.86 7.29
C -13.47 25.09 7.13
C -12.86 25.87 8.16
C -13.61 26.35 9.29
C -11.39 26.17 8.00
O -10.87 26.58 8.99
C -10.65 25.88 6.72
C -9.30 26.31 6.56
C -8.62 26.15 5.34
C -9.28 25.47 4.30
C -10.59 24.90 4.54
C -11.27 25.04 5.76
C -12.65 24.55 5.93
O -13.23 23.86 5.10
H -15.44 26.30 10.29
H -16.51 24.95 8.32
H -15.25 24.17 6.59
H -13.11 26.95 10.04
H -8.86 26.61 7.50
H -7.57 26.36 5.28
H -8.70 25.45 3.39
H -10.92 24.33 3.68
C -3.68 20.58 10.64
O -2.55 20.01 10.38
N -4.72 20.48 9.78
N -3.99 21.27 11.73
H -4.71 19.87 8.98
H -5.59 20.85 10.14
H -3.25 21.44 12.39
H -4.96 21.48 11.93
C -8.51 20.44 10.32
O -7.74 20.60 11.34
N -9.57 21.06 10.18
N -8.27 19.80 9.22
H -10.25 20.98 9.44
H -9.83 21.53 11.04
H -7.42 19.24 9.19
H -8.81 19.75 8.37
C -10.04 21.27 17.93
O -11.03 21.85 18.50
N -10.03 20.02 17.64
N -8.83 21.81 17.89
H -10.90 19.50 17.59
H -9.18 19.48 17.74
H -8.06 21.17 17.75
H -8.76 22.76 18.20
C -11.79 30.14 10.30
O -11.99 30.92 11.19
N -10.86 29.19 10.47
N -12.22 30.40 9.14
H -10.15 29.17 11.19
H -10.76 28.82 9.53
H -12.00 29.87 8.31
H -12.89 31.14 8.99
C -9.30 30.47 13.84
O -9.42 29.63 12.88
N -10.34 30.59 14.66
N -8.35 31.33 13.87
H -10.19 31.03 15.56
H -11.27 30.39 14.35
H -7.69 31.07 13.16
H -8.24 31.87 14.72
C -7.04 20.17 15.34
O -7.07 19.74 16.52
N -6.13 20.14 14.46
N -8.12 20.65 14.86
H -6.44 20.14 13.50
H -5.33 19.56 14.68
H -8.21 21.05 13.94
H -8.91 20.80 15.48
C -7.64 26.10 10.64
C -7.42 25.19 11.76
C -5.95 25.20 12.29
C -5.84 24.51 13.60
C -6.68 25.21 14.64
C -8.25 25.20 14.17
N -8.36 25.69 12.81
O -9.69 25.88 12.45
C -8.77 23.75 14.42
C -9.05 26.10 15.20
C -7.86 23.73 11.30
H -8.61 26.30 10.19
H -6.98 25.82 9.82
H -7.36 27.11 10.93
H -5.40 24.63 11.54
H -5.71 26.25 12.48
H -4.81 24.43 13.97
H -6.00 23.44 13.68
H -6.33 26.22 14.82
H -6.60 24.70 15.60
H -7.98 23.05 14.14
H -8.92 23.49 15.47
H -9.75 23.53 13.99
H -8.62 27.10 15.19
H -10.11 25.96 15.00
H -8.90 25.59 16.15
H -8.87 23.90 10.93
H -7.93 23.09 12.18
H -7.31 23.28 10.47
H -9.73 26.83 12.36

---

This record from the Open Molecules 2025 dataset describes an isolated ion of composition C4H11N2O and charge -1 in a non-equilibrium geometry. The level of theory is the ωB97M-V functional and the def2-TZVPD basis.

SMILES ... NC[C@@H](N)CC[O-]
Energy above the lowest of the compared OMol25 structures with the same formula, charge and spin ... 23.9 kcal/mol
Net charge ... -1

Element x y z (Å)
N -0.29 0.28 2.56
C -0.55 0.43 1.14
C 0.47 -0.17 0.17
N 0.87 -1.51 0.73
C -0.11 -0.35 -1.23
C -0.27 1.05 -1.99
O -0.30 2.13 -1.19
H -0.07 -0.69 2.77
H 0.61 0.71 2.75
H -0.59 1.48 0.87
H -1.56 0.10 0.89
H 1.40 0.39 0.11
H 1.53 -1.97 0.11
H 0.04 -2.11 0.73
H 0.54 -0.99 -1.84
H -1.10 -0.80 -1.20
H 0.57 1.07 -2.75
H -1.20 0.93 -2.62

---

This record from the Open Molecules 2025 dataset describes the molecule C15H30N2O2. The level of theory is the ωB97M-V functional and the def2-TZVPD basis.

SMILES ... CCCCCC(=O)NC[C@@H](C)NC(=O)CCCCC
Energy above the lowest of the compared OMol25 structures with the same formula, charge and spin ... 1.7 kcal/mol

Element x y z (Å)
C -0.39 1.03 -2.50
C 0.86 1.31 -3.33
C 2.11 0.62 -2.78
C 2.67 1.32 -1.54
C 3.79 0.51 -0.89
C 3.31 -0.85 -0.42
O 3.71 -1.90 -0.88
N 2.40 -0.78 0.58
C 1.64 -1.94 0.98
C 0.17 -1.83 0.51
C -0.46 -3.21 0.33
N -0.63 -1.07 1.46
C -0.61 0.27 1.56
O 0.17 0.98 0.94
C -1.64 0.84 2.52
C -3.07 0.63 2.00
C -3.28 1.31 0.65
C -4.66 1.06 0.06
C -5.79 1.72 0.85
H -0.62 -0.03 -2.53
H -1.24 1.58 -2.89
H -0.24 1.32 -1.46
H 1.03 2.39 -3.37
H 0.68 0.97 -4.35
H 1.87 -0.41 -2.54
H 2.88 0.60 -3.55
H 1.87 1.49 -0.82
H 3.06 2.30 -1.83
H 4.19 1.06 -0.03
H 4.60 0.35 -1.61
H 1.97 0.11 0.79
H 2.12 -2.80 0.51
H 1.67 -2.06 2.07
H 0.16 -1.29 -0.44
H 0.07 -3.76 -0.43
H -1.50 -3.11 0.03
H -0.41 -3.77 1.26
H -1.25 -1.59 2.05
H -1.53 0.36 3.50
H -1.44 1.90 2.63
H -3.28 -0.43 1.90
H -3.76 1.04 2.73
H -2.52 0.95 -0.05
H -3.12 2.39 0.76
H -4.84 -0.01 0.00
H -4.68 1.45 -0.96
H -5.87 1.29 1.84
H -5.60 2.79 0.95
H -6.74 1.59 0.34

---

This record from the Open Molecules 2025 dataset describes C26H30DyN3O4 as an isolated structure in a non-equilibrium geometry. The level of theory is the ωB97M-V functional and the def2-TZVPD basis.

Energy above the lowest of the compared OMol25 structures with the same formula, charge and spin ... 0.0 kcal/mol
Net charge ... +2
2S+1 ... 6
<S²> ... 9.36

Element x y z (Å)
Dy -0.21 -0.54 0.36
O -6.40 0.88 -4.38
N -5.65 1.51 -3.68
O -5.76 2.70 -3.44
C -4.46 0.80 -3.13
C -4.25 -0.43 -3.61
C -3.15 -1.21 -3.15
C -2.87 -2.48 -3.69
C -1.79 -3.19 -3.24
C -1.03 -2.64 -2.21
N -1.27 -1.45 -1.67
C -2.31 -0.71 -2.16
C -2.54 0.63 -1.65
N -1.69 1.10 -0.68
C -1.81 2.34 -0.25
C -2.78 3.21 -0.74
C -3.67 2.75 -1.67
C -3.58 1.41 -2.15
H -4.93 -0.83 -4.34
H -3.51 -2.87 -4.47
H -1.54 -4.16 -3.64
H -0.19 -3.20 -1.81
H -1.13 2.67 0.52
H -2.83 4.23 -0.38
H -4.44 3.39 -2.06
C 1.95 2.30 0.01
C 1.80 1.39 -1.19
O 1.82 -0.03 -0.78
H 1.84 3.34 -0.30
H 2.92 2.19 0.48
H 1.20 2.11 0.79
H 2.59 1.54 -1.91
H 0.86 1.53 -1.70
H 2.71 -0.27 -0.50
C 1.41 1.84 4.18
C 0.06 1.19 4.52
C -1.07 1.74 3.66
C 0.13 -0.32 4.52
C 0.03 -1.02 5.72
C 0.09 -2.41 5.78
C 0.23 -3.13 4.60
C 0.32 -2.47 3.38
C 0.31 -3.27 2.08
C 1.44 -2.92 1.08
C -1.09 -3.20 1.46
C 0.31 -1.08 3.38
O 0.48 -0.44 2.14
H 1.32 2.93 4.22
H 1.76 1.55 3.19
H 2.17 1.54 4.90
H -0.18 1.46 5.55
H -0.90 1.54 2.60
H -1.14 2.83 3.77
H -2.03 1.32 3.94
H -0.10 -0.46 6.64
H 0.03 -2.92 6.73
H 0.25 -4.21 4.62
H 0.45 -4.31 2.36
H 2.14 -2.21 1.52
H 1.08 -2.52 0.12
H 2.02 -3.79 0.79
H -1.45 -2.17 1.34
H -1.83 -3.63 2.13
H -1.16 -3.72 0.50

---

This record from the Open Molecules 2025 dataset describes the molecule C22H20N6O3S in a non-equilibrium geometry. The level of theory is the ωB97M-V functional and the def2-TZVPD basis.

SMILES ... CCOc1ccc(NC(=O)Cn2nnc(-c3ccccc3NC(=O)c3cccs3)n2)cc1

Element x y z (Å)
C -4.39 -2.68 0.63
C -4.79 -1.62 1.65
O -4.69 -0.30 1.15
C -3.48 0.31 1.05
C -3.49 1.60 0.53
C -2.33 2.32 0.38
C -1.11 1.76 0.75
N 0.12 2.41 0.58
C 0.39 3.53 -0.12
O -0.42 4.30 -0.58
C 1.90 3.85 -0.30
N 2.81 2.80 0.03
N 3.93 2.97 0.68
N 4.49 1.82 0.80
C 3.68 0.92 0.20
C 3.93 -0.51 0.18
C 5.14 -0.96 0.71
C 5.42 -2.31 0.77
C 4.49 -3.22 0.29
C 3.30 -2.79 -0.25
C 3.00 -1.43 -0.32
N 1.81 -0.97 -0.88
C 0.66 -1.65 -1.13
O 0.47 -2.83 -0.89
C -0.40 -0.81 -1.72
C -1.71 -1.19 -1.88
C -2.51 -0.18 -2.43
C -1.81 0.96 -2.69
S -0.16 0.81 -2.28
N 2.61 1.53 -0.30
C -1.09 0.48 1.28
C -2.26 -0.25 1.44
H -4.59 -3.66 1.03
H -4.96 -2.54 -0.28
H -3.33 -2.61 0.39
H -5.85 -1.73 1.90
H -4.21 -1.72 2.58
H -4.44 2.02 0.24
H -2.35 3.32 -0.04
H 0.90 1.83 0.87
H 2.01 4.13 -1.35
H 2.16 4.71 0.31
H 5.84 -0.23 1.09
H 6.36 -2.65 1.18
H 4.71 -4.28 0.33
H 2.58 -3.50 -0.62
H 1.80 0.04 -1.03
H -2.05 -2.17 -1.61
H -3.57 -0.28 -2.61
H -2.17 1.88 -3.11
H -0.15 0.03 1.58
H -2.20 -1.24 1.86

---

| no. | E_tot (Eh) |
| --- | --- |
| 1 | -399.70810 |
| 2 | -6791.75556 |
| 3 | -7242.80957 |
| 4 | -3901.93108 |
| 5 | -343.73305 |
| 6 | -849.60489 |
| 7 | -2358.51507 |
| 8 | -1802.81482 |